Below is 2 unconnected molecules or ions with the total composition C6H12O in a non-equilibrium geometry, with properties calculated with ωB97M-V/def2-TZVPD.

```
19
Properties=species:S:1:pos:R:3:mulliken_charge:R:1
C 2.0050 -0.2589 0.1354 -1.288
C 0.6424 0.4140 -0.2103 -0.454
C -0.9347 0.4291 0.5134 -0.058
C -0.8065 -0.9757 0.9235 -0.785
C -0.4869 -0.4890 -0.4752 1.050
C -1.0275 -0.8884 -1.7801 -1.414
H 2.2411 -0.9839 -0.6672 0.327
H 2.0019 -0.8387 1.0611 0.255
H 2.8652 0.4212 0.1791 0.387
H 0.7936 1.2083 -0.9545 0.430
H -1.8476 1.0387 0.6242 0.259
H -0.0318 -1.2263 1.6447 0.117
H -1.7267 -1.5464 1.0271 0.263
H -1.0564 -0.0250 -2.4559 0.309
H -0.3732 -1.6517 -2.1992 0.317
H -2.0372 -1.2817 -1.6532 0.363
O -0.1011 2.1947 1.8355 -0.727
H 0.3781 1.6163 1.2079 0.331
H -0.4977 2.8434 1.2436 0.318
```

Calculated values
orbital gap	9.855	eV
2S+1	1
SMILES	C[C@@H]1[C@@H]2C[C@]12C.O
highest occupied orbital energy	-0.3293	hartree
lowest unoccupied orbital energy	0.89	eV
ΔE to the lowest compared entry with this formula, charge and spin	92.9	kcal per mole